Here is a molecular structure, C22H36N2O6STi at a distorted geometry from the OMol25 dataset. Energies are from wB97M-V/def2-TZVPD.

As for the net charge: -2. Its total energy is -2668.71566 Ha. The multiplicity is 1.

Element x y z (Å)
N  -0.7156  -0.4014  1.9779
H  -2.5291  -3.5677  -3.4167
S  2.5206  -1.9535  -1.7998
H  0.0182  -1.6549  -3.4643
H  4.6964  -2.7284  -2.4902
H  0.7556  2.9425  -3.2691
C  -2.5778  2.5411  -4.6042
H  -3.7139  2.0869  -6.3834
H  -1.6857  4.0224  -0.6326
H  1.0275  -3.5738  -2.7352
H  -1.9052  2.2743  -0.6305
H  -3.7002  -2.2609  -3.1608
H  -2.1540  -1.8786  2.1207
H  2.0722  -2.3235  2.5544
H  3.3721  -2.7158  -4.6311
C  -1.2896  3.0937  -2.5498
H  1.2906  -5.4084  -1.1068
H  -2.3864  -2.0517  -5.2870
H  -2.6985  3.6175  -4.7066
O  -2.6850  0.0078  0.1501
C  -0.4595  -1.9841  -4.3885
H  2.6294  -4.5515  -0.3122
C  -2.6339  -2.4933  -3.2197
O  0.7637  0.9224  0.1635
H  -0.2377  -2.2393  2.8107
C  3.8611  -1.8120  -4.2616
C  1.5843  -1.5065  2.0108
H  4.5705  -0.9827  -2.3975
H  -0.0008  1.2208  3.1704
H  4.8200  -1.7060  -4.7785
O  2.4726  -0.4000  2.0769
H  -1.4375  4.0652  -3.0420
C  0.4305  1.6754  1.1591
H  0.4219  1.9883  -1.8149
C  -2.9394  0.3301  -5.3933
C  -3.0938  -0.1365  1.3552
C  -2.2272  -0.1988  -4.3264
H  -3.3368  -0.3590  -6.1356
N  -1.0622  0.1831  -2.2213
H  -2.1739  -2.2879  -2.2543
C  1.7032  -4.4208  -0.8765
H  -3.1218  3.2809  -1.3877
C  -3.1428  1.6952  -5.5489
H  2.7059  -4.1174  -2.7837
C  -2.0480  3.1756  -1.2229
C  1.9483  -3.6367  -2.1569
H  0.4290  -0.8596  3.6925
O  -4.1838  0.2049  1.8065
C  -2.0826  -0.8017  2.2937
C  0.2414  -1.2658  2.6847
C  0.2152  2.9312  -2.3178
C  -1.7042  0.6590  -3.3033
C  4.0569  -1.8785  -2.7518
H  0.9786  -3.8745  -0.2694
H  3.2217  -0.9689  -4.5246
H  -1.4288  1.5699  2.1970
H  0.0073  -1.4535  -5.2236
H  -2.3607  -0.5898  3.3354
O  -0.3361  -2.0066  -0.4912
Ti  -0.7612  -0.3765  -0.5777
C  -1.8625  2.0680  -3.5133
H  1.4116  -1.8206  0.9798
H  0.5933  3.7432  -1.6899
C  -0.4846  1.0203  2.2056
C  -1.9622  -1.6950  -4.3379
O  0.7802  2.8301  1.3571
H  -0.2822  -3.0567  -4.5271
H  2.2588  0.1539  1.3099

Atoms 1-2, force components in eV/Å:
N -0.0301 -0.0377 0.0207
H -0.0022 0.0226 -0.0038

Atomic partial charges in e from the Löwdin method, atoms 1 to 8:
1. N -0.20
2. H 0.07
3. S 0.89
4. H 0.04
5. H 0.06
6. H 0.07
7. C -0.09
8. H 0.07

Here is a molecular structure, C8H10MnO6P at a distorted geometry from the OMol25 dataset. Energies are from wB97M-V/def2-TZVPD.

The expectation value of S² is 6.1301. As for the relative energy (zero: lowest compared OMol25 entry of this formula, charge and spin): 396.05 kJ/mol. As for the net charge: +2. Its total energy is -2253.74585 Ha. The multiplicity is 5.

Element x y z (Å)
H  -0.0458  -3.6519  4.1344
O  0.2209  -1.7478  1.9451
O  0.7607  4.6448  -3.6990
O  0.3502  1.3649  0.6955
H  -0.0757  -2.5307  5.4503
H  -0.6504  -0.1149  5.0838
C  -0.7803  -0.1956  3.9827
H  -1.7911  -0.5498  3.7515
Mn  -0.3076  -0.8341  -1.2114
H  2.1478  0.1980  2.8415
H  2.1580  -0.2731  4.5643
O  -0.8616  -4.3152  2.2905
C  1.1335  -1.2896  -2.1487
C  0.4292  -2.8173  4.5307
C  2.0800  -0.6417  3.5454
H  1.4584  -3.0943  4.7283
O  2.0525  -1.3262  -2.8821
H  -0.5886  0.7594  3.5118
C  0.2401  0.5361  -0.1202
C  -1.9292  -0.3823  -1.8191
O  -2.9108  0.1964  -2.1115
H  2.8489  -1.4083  3.4096
C  0.2117  3.8093  -3.1596
H  0.0300  0.4508  -1.4724
C  -0.9331  -3.5202  1.4952
P  0.4790  -1.3912  3.4264

Atoms 1-2, force components in eV/Å:
H -0.8958 -1.2206 -0.7426
O 0.2514 0.7004 -0.4437

Atomic partial charges in e from the Löwdin method, atoms 1 to 8:
1. H 0.01
2. O -0.48
3. O 0.04
4. O 0.28
5. H 0.08
6. H 0.08
7. C -0.15
8. H 0.07

Here is a molecular structure, C30H23F5N3O4S4W from the OMol25 dataset. Energies are from wB97M-V/def2-TZVPD.

As for the relative energy (zero: lowest compared OMol25 entry of this formula, charge and spin): 25.29 kJ/mol. As for the net charge: +1. Its total energy is -3781.24047 Ha. The multiplicity is 1.

Element x y z (Å)
O  -2.0697  0.9076  2.1636
H  -4.8267  -0.5084  -0.6985
S  2.0574  0.0867  1.9897
H  -0.7602  3.5624  -3.1704
H  3.2407  1.5374  4.0147
C  5.8598  -3.4707  1.6684
C  -5.1923  -0.7354  -1.6999
C  -0.0323  1.3401  -1.8877
C  -0.6017  -3.5186  0.2045
H  -3.4064  2.8215  -2.5126
N  -0.9049  -2.8411  1.3350
O  -0.2407  -1.7069  1.6000
F  5.6473  -1.0390  -0.9714
C  -1.7860  -3.2615  2.2677
C  -3.3534  1.0888  -3.8074
H  2.7655  5.8391  -2.3328
C  -2.4290  -4.4497  2.0810
F  6.7765  -4.1538  2.3349
C  -2.1529  -5.1995  0.9289
H  -5.8511  -1.6013  -1.6362
H  -1.9032  -2.5889  3.1043
C  1.7571  2.8269  4.8644
F  4.1480  -4.4595  2.9387
F  7.5118  -2.4344  0.3564
H  -4.1926  3.0417  -4.0790
C  -0.4384  2.6973  3.9143
H  -1.0286  -5.2969  -0.8969
C  3.5623  -2.9095  1.2768
F  2.2899  -3.0980  1.6407
H  2.4427  3.2460  5.5886
C  -2.0656  0.2098  -1.9399
C  -0.9173  1.1805  2.0122
C  6.2309  -2.5925  0.6610
H  -2.4134  1.3375  -4.2947
H  2.4635  1.8193  -0.9371
H  -3.9858  0.6028  -4.5482
O  -0.2839  0.9962  0.8129
C  2.7418  3.8401  -1.5664
C  -1.2512  -4.7416  0.0025
H  3.7214  3.9165  -1.1144
C  0.4308  3.2462  4.8369
N  -3.0889  0.0724  -2.7689
H  -1.4781  2.9950  3.8790
C  -4.0295  2.3385  -3.2617
H  -2.6589  -6.1415  0.7682
O  0.6510  0.2565  -1.4935
S  2.8283  -1.0000  -0.7194
C  2.2107  1.8684  3.9776
S  -1.8847  -0.8696  -0.6246
C  4.5204  -3.6237  1.9729
C  1.3427  1.3190  3.0337
H  -3.4790  -1.9085  -2.2996
H  -4.3979  -1.2565  -3.6480
N  -1.2843  1.3103  -2.1490
H  -3.1362  -4.7932  2.8201
C  3.8940  -2.0112  0.2698
C  -4.0374  -1.0384  -2.6438
H  -4.9981  2.1120  -2.8191
C  0.9446  4.8233  -2.8348
C  5.2573  -1.8798  -0.0155
C  2.2022  4.9190  -2.2505
S  0.5810  -2.8105  -0.8159
C  0.0170  1.7481  3.0037
C  0.7618  2.5631  -2.0369
W  0.6223  -0.6006  0.2275
C  2.0297  2.6564  -1.4616
H  -5.7841  0.1079  -2.0520
H  0.5310  5.6644  -3.3743
C  0.2218  3.6510  -2.7259
H  0.0814  3.9914  5.5379

Atoms 1-2, force components in eV/Å:
O -0.0244 0.1884 0.1306
H -0.0020 0.0111 -0.0009

Atomic partial charges in e from the Löwdin method, atoms 1 to 8:
1. O 0.14
2. H 0.07
3. S 0.78
4. H 0.11
5. H 0.11
6. C -0.13
7. C -0.06
8. C -0.36

Here is a molecular structure, C2H5PS at a distorted geometry from the OMol25 dataset. Energies are from wB97M-V/def2-TZVPD.

As for the relative energy (zero: lowest compared OMol25 entry of this formula, charge and spin): 333.29 kJ/mol. As for the net charge: 0. Its total energy is -818.57094 Ha. The multiplicity is 1.

Element x y z (Å)
P  -0.0636  0.1411  -0.2697
H  0.9378  -0.9203  2.3634
H  -1.2793  0.6485  0.1635
C  0.3774  1.2066  -1.6270
H  -0.5366  -0.9996  -0.8993
H  0.6031  2.2335  -1.3646
C  0.0532  -1.1014  1.7680
S  -1.2033  -1.9632  2.1524
H  1.1115  0.7546  -2.2867

Atoms 1-2, force components in eV/Å:
P -0.6291 -0.0661 -0.2865
H 0.1638 -0.1475 0.1967

Atomic partial charges in e from the Löwdin method, atoms 1 to 8:
1. P 0.75
2. H -0.04
3. H -0.06
4. C -0.33
5. H -0.05
6. H -0.04
7. C -0.80
8. S 0.60

Here is a gas-phase ion, C7H10 (charge -1) at a distorted geometry from the OMol25 dataset. Energies are from wB97M-V/def2-TZVPD.

The expectation value of S² is 0.7658. As for the relative energy (zero: lowest compared OMol25 entry of this formula, charge and spin): 94.79 kJ/mol. As for the net charge: -1. Its total energy is -272.61165 Ha. The multiplicity is 2.

Element x y z (Å)
H  0.8612  1.6956  -1.6951
C  0.1934  -0.7607  -0.3145
C  0.8081  -0.5218  3.3368
H  -0.4078  -1.4262  -2.2074
H  -1.8981  0.8346  -2.6723
C  -0.9499  0.6268  -2.1637
H  1.2226  -1.0388  -0.5557
H  -1.0951  -0.2246  1.3802
C  -0.7627  -0.6978  -1.4818
H  -1.7475  -1.0829  -1.1740
C  -0.0868  -0.3728  0.9835
H  -0.3534  2.5772  -2.6741
H  -0.0716  -0.9605  3.7954
H  1.8013  0.2890  1.6395
C  -0.0969  1.6452  -2.1888
C  0.9156  -0.2233  1.9997
H  1.6675  -0.3588  3.9923

Atoms 1-2, force components in eV/Å:
H 0.1031 -0.5177 0.2438
C 0.0722 0.2043 -0.5528

Atomic partial charges in e from the Löwdin method, atoms 1 to 8:
1. H 0.04
2. C -0.23
3. C -0.15
4. H 0.08
5. H 0.07
6. C -0.21
7. H 0.06
8. H 0.07

Here is C6H6ClF in the gas phase at a distorted geometry from the OMol25 dataset. Energies are from wB97M-V/def2-TZVPD.

As for the relative energy (zero: lowest compared OMol25 entry of this formula, charge and spin): 0.00 kJ/mol. As for the net charge: 0. Its total energy is -792.24781 Ha. The structure (SMILES) is C=C1C=CC[C@]1(F)Cl. The multiplicity is 1.

Element x y z (Å)
C  -0.4169  2.1183  0.0096
H  0.2846  -1.8958  -1.8913
H  -1.8180  0.9946  1.2555
C  0.0565  0.0616  -1.0949
H  0.2931  2.1602  -2.0186
C  -0.2966  -0.2672  0.3259
C  -0.7594  1.0147  1.0267
H  -0.5799  3.1611  0.1977
C  0.2793  -0.8416  -2.0369
H  -0.2680  1.1464  1.9807
C  0.0011  1.5756  -1.1425
F  -1.2332  -1.2314  0.3268
Cl  1.1491  -0.9340  1.0662
H  0.4688  -0.5741  -3.1167

Atoms 1-2, force components in eV/Å:
C -0.1463 -1.8164 -0.1079
H -0.1265 -0.5895 0.5709

Atomic partial charges in e from the Löwdin method, atoms 1 to 8:
1. C -0.05
2. H 0.06
3. H 0.12
4. C -0.31
5. H 0.11
6. C -0.86
7. C -0.14
8. H 0.10